No. 1
{
  "formula": "C4H7FOS",
  "method": "ωB97M-V/def2-TZVPD",
  "gap_ev": 10.2,
  "homo_energy_ev": -9.4,
  "charge": 0,
  "relative_energy_kj_mol": 175.35,
  "elements": ["C", "C", "C", "C", "O", "F", "S", "H", "H", "H", "H", "H", "H", "H"],
  "positions_angstrom": [[0.45, 0.94, 0.02], [-1.63, -0.40, -0.10], [1.77, 0.27, -0.11], [2.13, -0.99, -0.26], [-0.62, 0.32, -0.68], [2.76, 1.22, -0.05], [-3.32, 0.43, -0.11], [0.27, 1.11, 1.01], [0.54, 1.86, -0.51], [-1.91, -1.38, -0.50], [-1.45, -0.78, 0.83], [3.14, -1.36, -0.42], [1.35, -1.74, -0.25], [-3.47, 0.51, 1.12]]
}

No. 2
{
  "formula": "C32H47CsN6O5Se2",
  "method": "ωB97M-V/def2-TZVPD",
  "gap_ev": 4.7,
  "homo_energy_ev": -1.1,
  "charge": -2,
  "relative_energy_kj_mol": 92.76,
  "elements": ["Cs", "C", "N", "C", "C", "N", "C", "C", "N", "C", "C", "N", "C", "N", "C", "C", "C", "N", "C", "H", "H", "H", "H", "H", "H", "H", "H", "H", "H", "H", "H", "H", "H", "H", "H", "H", "H", "H", "H", "H", "H", "H", "H", "O", "C", "C", "C", "O", "C", "Se", "C", "Se", "H", "H", "H", "H", "H", "H", "H", "H", "H", "H", "C", "C", "O", "C", "C", "C", "C", "C", "C", "H", "H", "H", "H", "H", "H", "H", "H", "O", "C", "O", "C", "C", "C", "C", "C", "C", "H", "H", "H", "H", "H"],
  "positions_angstrom": [[0.95, 1.24, -0.38], [0.07, -0.06, 4.02], [0.45, -1.40, 3.63], [1.83, -1.79, 3.84], [1.91, -3.06, 3.02], [1.01, -2.76, 1.93], [0.69, -3.86, 1.03], [0.06, -1.83, 2.35], [-0.94, -1.30, 1.77], [-1.39, -1.78, 0.46], [-2.46, -0.81, -0.04], [-2.71, -0.94, -1.46], [-3.10, -2.03, -1.97], [-3.21, -2.23, -3.35], [-2.38, -1.41, -4.21], [-3.20, -3.65, -3.62], [-3.90, -4.19, -2.39], [-3.48, -3.26, -1.36], [-4.32, -3.25, -0.18], [0.25, 0.07, 5.09], [-0.99, 0.08, 3.81], [0.64, 0.69, 3.45], [2.04, -1.95, 4.90], [2.53, -1.04, 3.45], [1.57, -3.94, 3.60], [2.91, -3.26, 2.65], [1.58, -4.48, 0.93], [0.44, -3.51, 0.03], [-0.13, -4.48, 1.42], [-1.74, -2.81, 0.49], [-0.60, -1.75, -0.30], [-1.99, 0.15, 0.20], [-3.39, -0.85, 0.54], [-2.46, -0.36, -3.93], [-2.71, -1.53, -5.24], [-1.33, -1.71, -4.13], [-2.18, -4.04, -3.70], [-3.74, -3.88, -4.54], [-3.61, -5.21, -2.14], [-5.00, -4.16, -2.52], [-4.50, -4.28, 0.13], [-5.30, -2.78, -0.38], [-3.86, -2.73, 0.65], [3.60, 0.31, -5.53], [3.63, -0.49, -4.34], [2.33, -1.23, -4.05], [2.26, -2.40, -5.04], [0.98, -3.00, -5.18], [1.10, -0.32, -4.23], [1.26, 1.62, -3.72], [2.45, -1.74, -2.60], [1.21, -3.22, -2.00], [2.97, 1.02, -5.29], [3.87, 0.15, -3.48], [4.44, -1.22, -4.46], [2.99, -3.16, -4.73], [2.55, -2.03, -6.03], [0.78, -3.31, -4.27], [0.31, -0.77, -3.65], [0.79, -0.35, -5.28], [2.26, -0.93, -1.91], [3.48, -2.08, -2.42], [-0.27, 4.70, 0.18], [-1.53, 3.93, 0.46], [-1.63, 2.75, 0.23], [-2.72, 4.64, 1.10], [-3.83, 3.87, 1.41], [-4.94, 4.47, 2.00], [-4.93, 5.83, 2.28], [-3.81, 6.60, 1.97], [-2.71, 6.00, 1.37], [0.44, 4.06, -0.33], [0.17, 5.01, 1.12], [-0.48, 5.58, -0.44], [-3.81, 2.81, 1.18], [-5.80, 3.87, 2.25], [-5.79, 6.30, 2.74], [-3.80, 7.66, 2.18], [-1.83, 6.59, 1.14], [1.49, 2.84, 2.07], [2.40, 1.98, 2.15], [2.44, 0.86, 1.57], [3.60, 2.31, 3.02], [3.38, 2.74, 4.33], [4.45, 3.01, 5.17], [5.76, 2.87, 4.71], [5.98, 2.44, 3.41], [4.90, 2.15, 2.57], [2.36, 2.88, 4.67], [4.27, 3.33, 6.19], [6.59, 3.08, 5.37], [6.99, 2.32, 3.04], [5.07, 1.78, 1.57]]
}

No. 3
{
  "formula": "C33H42BCl52INO8P2S2",
  "method": "ωB97M-V/def2-TZVPD",
  "gap_ev": 5.8,
  "homo_energy_ev": -4.7,
  "charge": -1,
  "elements": ["C", "C", "C", "C", "C", "C", "C", "C", "C", "C", "C", "C", "C", "C", "O", "P", "C", "C", "C", "C", "S", "O", "O", "O", "C", "B", "O", "O", "N", "C", "S", "P", "O", "I", "O", "H", "H", "H", "H", "H", "H", "H", "H", "H", "H", "H", "H", "H", "H", "H", "H", "H", "H", "H", "H", "H", "H", "H", "H", "H", "H", "H", "H", "H", "H", "H", "H", "H", "H", "H", "H", "H", "H", "H", "H", "H", "H", "C", "Cl", "Cl", "Cl", "Cl", "C", "Cl", "Cl", "Cl", "Cl", "C", "Cl", "Cl", "Cl", "Cl", "C", "Cl", "Cl", "Cl", "Cl", "C", "Cl", "Cl", "Cl", "Cl", "C", "Cl", "Cl", "Cl", "Cl", "C", "Cl", "Cl", "Cl", "Cl", "C", "Cl", "Cl", "Cl", "Cl", "C", "Cl", "Cl", "Cl", "Cl", "C", "Cl", "Cl", "Cl", "Cl", "C", "Cl", "Cl", "Cl", "Cl", "C", "Cl", "Cl", "Cl", "Cl", "C", "Cl", "Cl", "Cl", "Cl"],
  "positions_angstrom": [[7.11, 2.10, 3.78], [7.19, 0.56, 3.73], [6.84, 0.13, 2.29], [6.18, -1.24, 2.20], [5.70, -1.64, 0.79], [5.35, -0.46, -0.12], [4.38, -0.82, -1.26], [3.89, 0.48, -1.90], [3.29, 0.33, -3.30], [2.34, 1.45, -3.70], [0.99, 1.54, -2.92], [0.64, 0.34, -2.06], [-0.80, 0.27, -1.55], [-1.84, 1.12, -2.30], [-3.01, 1.14, -1.51], [-2.64, 0.91, 0.17], [-2.96, -0.98, 0.06], [-4.21, -1.55, 0.72], [-4.19, -3.07, 0.43], [-5.18, -3.89, 1.24], [-6.86, -3.48, 0.86], [-7.03, -3.11, -0.50], [-7.31, -2.54, 1.81], [-7.66, -4.85, 1.13], [-2.42, 2.82, 0.28], [-0.97, 3.33, 0.63], [-0.77, 3.90, 1.90], [0.12, 3.32, -0.21], [-4.38, 1.24, 0.82], [-5.16, 1.52, 0.00], [-6.39, 1.53, -1.01], [-2.11, 0.46, 2.34], [-0.47, 0.65, 2.59], [-3.08, 2.12, 3.88], [-0.98, 0.58, -0.22], [7.44, 2.53, 2.83], [6.06, 2.37, 3.90], [7.65, 2.53, 4.61], [6.47, 0.16, 4.43], [8.19, 0.26, 4.01], [7.80, 0.08, 1.77], [6.23, 0.93, 1.89], [6.90, -1.96, 2.60], [5.33, -1.26, 2.89], [6.49, -2.22, 0.31], [4.83, -2.27, 0.93], [4.87, 0.33, 0.47], [6.29, -0.07, -0.52], [4.88, -1.47, -1.99], [3.56, -1.40, -0.83], [3.24, 1.00, -1.19], [4.78, 1.09, -2.01], [2.84, -0.66, -3.42], [4.12, 0.34, -4.01], [2.14, 1.40, -4.77], [2.89, 2.38, -3.54], [1.02, 2.46, -2.36], [0.22, 1.70, -3.67], [0.82, -0.55, -2.67], [1.29, 0.22, -1.19], [-1.12, -0.75, -1.83], [-1.49, 2.16, -2.28], [-2.06, 0.83, -3.33], [-2.04, -1.46, 0.40], [-3.05, -1.21, -0.99], [-4.20, -1.46, 1.80], [-5.13, -1.17, 0.29], [-4.34, -3.20, -0.64], [-3.18, -3.45, 0.63], [-4.99, -3.87, 2.31], [-5.06, -4.93, 0.93], [-8.36, -4.95, 0.46], [-3.10, 3.28, 0.99], [-2.68, 3.25, -0.68], [-0.15, 3.36, 2.41], [0.69, 4.07, 0.01], [-0.02, -0.11, 2.18], [-9.20, -5.88, -2.96], [-9.89, -7.50, -2.80], [-7.47, -5.95, -2.67], [-9.51, -5.26, -4.58], [-9.96, -4.80, -1.77], [7.66, -4.11, -2.70], [7.59, -2.34, -2.73], [7.32, -4.74, -4.32], [9.28, -4.61, -2.20], [6.46, -4.72, -1.57], [-13.14, -9.97, -2.67], [-13.52, -8.52, -1.73], [-11.70, -10.75, -1.99], [-14.50, -11.09, -2.60], [-12.83, -9.52, -4.35], [-4.27, 3.01, 8.13], [-4.17, 4.02, 6.68], [-3.26, 3.72, 9.41], [-5.95, 2.94, 8.68], [-3.70, 1.39, 7.76], [7.19, 0.80, -5.87], [7.33, -0.91, -5.48], [7.50, 1.77, -4.41], [8.37, 1.23, -7.12], [5.56, 1.12, -6.44], [-2.75, 7.04, 1.57], [-3.65, 8.55, 1.32], [-3.13, 6.38, 3.16], [-3.21, 5.88, 0.32], [-1.01, 7.36, 1.46], [-8.28, 1.14, 2.62], [-9.17, 0.23, 1.39], [-8.39, 2.87, 2.26], [-9.00, 0.83, 4.21], [-6.59, 0.65, 2.63], [-0.54, 7.91, -2.49], [-2.26, 8.27, -2.66], [0.23, 7.96, -4.09], [0.22, 9.12, -1.45], [-0.34, 6.30, -1.79], [-2.20, -3.80, 4.01], [-3.80, -4.10, 4.70], [-2.17, -2.16, 3.26], [-0.98, -3.91, 5.28], [-1.86, -5.04, 2.77], [2.31, -0.21, -8.95], [0.56, -0.04, -9.08], [3.04, -0.13, -10.56], [2.95, 1.10, -7.95], [2.70, -1.76, -8.20], [7.72, 5.01, 0.16], [7.53, 3.26, 0.01], [7.77, 5.44, 1.88], [9.22, 5.51, -0.62], [6.36, 5.82, -0.61], [12.46, 6.86, 1.77], [12.53, 7.80, 0.28], [13.38, 7.68, 3.03], [10.78, 6.68, 2.27], [13.16, 5.26, 1.48], [-4.89, -8.32, 5.33], [-4.00, -7.15, 4.35], [-4.16, -8.42, 6.93], [-6.57, -7.79, 5.48], [-4.85, -9.91, 4.56]]
}

No. 4
{
  "formula": "C18H14F3N5O2S",
  "method": "ωB97M-V/def2-TZVPD",
  "gap_ev": 7.6,
  "homo_energy_ev": -8.2,
  "charge": 0,
  "relative_energy_kj_mol": 49.04,
  "elements": ["N", "O", "O", "F", "F", "F", "C", "N", "N", "C", "C", "C", "C", "C", "C", "C", "C", "C", "C", "C", "C", "C", "C", "N", "N", "C", "C", "C", "S", "H", "H", "H", "H", "H", "H", "H", "H", "H", "H", "H", "H", "H", "H"],
  "positions_angstrom": [[4.09, 0.83, 4.49], [0.08, 1.34, -1.18], [-2.17, 0.64, -1.58], [-2.01, -2.81, -6.21], [-2.36, -4.14, -4.53], [-0.82, -4.47, -5.96], [3.28, 1.62, 4.45], [-1.63, 4.08, 3.75], [-0.75, 0.07, 1.37], [-2.19, 3.17, 2.93], [1.16, 1.81, 3.36], [1.75, 3.74, 4.85], [2.08, 2.32, 4.27], [-1.27, 2.22, 2.46], [0.60, 4.28, 4.63], [-0.12, 2.50, 3.14], [-1.47, 1.13, 1.49], [1.65, -2.64, -3.31], [0.78, -3.11, -4.30], [-1.02, -1.65, -3.47], [1.20, -1.54, -2.46], [-0.54, -2.63, -4.38], [-0.10, -1.07, -2.56], [-0.35, 3.61, 3.84], [-0.87, -0.62, 0.23], [2.27, -0.92, -1.54], [-1.44, -3.48, -5.18], [-1.53, -1.92, 0.31], [-0.79, 0.18, -1.38], [-3.28, 3.12, 2.58], [1.32, 0.84, 2.86], [2.49, 4.35, 5.37], [0.27, 5.28, 4.78], [-2.33, 1.32, 0.85], [2.61, -3.14, -3.09], [1.20, -4.04, -4.76], [-2.11, -1.36, -3.30], [3.30, -1.24, -1.75], [2.11, -1.19, -0.54], [2.07, 0.17, -1.57], [-1.09, -2.58, 1.06], [-2.60, -1.74, 0.59], [-1.48, -2.32, -0.61]]
}

No. 5
{
  "formula": "C4H12",
  "method": "ωB97M-V/def2-TZVPD",
  "gap_ev": 12.6,
  "homo_energy_ev": -11.4,
  "charge": 0,
  "relative_energy_kj_mol": 27.87,
  "elements": ["C", "C", "H", "H", "H", "H", "H", "H", "C", "C", "H", "H", "H", "H", "H", "H"],
  "positions_angstrom": [[0.96, -1.00, 0.63], [1.25, -2.17, 1.60], [0.41, -0.27, 1.23], [1.88, -0.53, 0.26], [0.34, -1.37, -0.18], [0.29, -2.64, 1.81], [1.70, -1.80, 2.51], [1.84, -2.93, 1.11], [-1.71, 1.73, -0.72], [-0.43, 1.51, -1.55], [-1.67, 1.26, 0.26], [-1.97, 2.78, -0.63], [-2.57, 1.23, -1.17], [0.35, 1.20, -0.87], [-0.18, 2.41, -2.11], [-0.49, 0.61, -2.16]]
}

No. 6
{
  "formula": "C27H57O22P",
  "method": "ωB97M-V/def2-TZVPD",
  "gap_ev": 10.8,
  "homo_energy_ev": -10.4,
  "charge": 0,
  "relative_energy_kj_mol": 150.09,
  "elements": ["C", "C", "O", "C", "O", "O", "C", "H", "H", "H", "H", "H", "H", "H", "H", "C", "C", "O", "C", "O", "O", "C", "H", "H", "H", "H", "H", "H", "H", "H", "C", "C", "O", "C", "O", "O", "C", "H", "H", "H", "H", "H", "H", "H", "H", "C", "C", "O", "C", "O", "O", "C", "H", "H", "H", "H", "H", "H", "H", "H", "C", "C", "O", "C", "O", "O", "C", "H", "H", "H", "H", "H", "H", "H", "H", "C", "C", "O", "C", "O", "O", "C", "H", "H", "H", "H", "H", "H", "H", "H", "C", "O", "P", "O", "O", "C", "O", "C", "H", "H", "H", "H", "H", "H", "H", "H", "H"],
  "positions_angstrom": [[7.92, 1.58, -0.29], [6.53, 1.04, -0.24], [5.71, 1.89, 0.60], [4.42, 1.90, 0.42], [3.79, 1.08, -0.22], [3.88, 2.93, 1.07], [2.48, 3.08, 1.18], [7.88, 2.64, -0.54], [8.51, 1.05, -1.03], [8.37, 1.58, 0.70], [6.32, -0.02, -0.08], [6.06, 1.17, -1.23], [2.01, 2.44, 1.94], [2.07, 2.90, 0.18], [2.22, 4.08, 1.52], [1.02, -0.46, 4.26], [-0.43, -0.27, 3.85], [-1.31, -0.50, 4.94], [-1.94, -1.71, 4.99], [-1.92, -2.52, 4.09], [-2.58, -1.77, 6.11], [-3.24, -2.98, 6.46], [1.10, -1.42, 4.77], [1.31, 0.33, 4.95], [1.73, -0.43, 3.43], [-0.66, -0.89, 2.98], [-0.58, 0.77, 3.57], [-3.32, -3.69, 5.65], [-4.16, -2.80, 7.00], [-2.63, -3.52, 7.19], [-4.78, -2.44, -3.82], [-3.90, -3.66, -4.05], [-4.74, -4.81, -3.86], [-4.39, -5.94, -4.44], [-3.37, -6.17, -5.04], [-5.31, -6.86, -4.12], [-5.14, -8.18, -4.60], [-5.20, -2.38, -2.81], [-5.68, -2.46, -4.44], [-4.26, -1.52, -4.04], [-3.00, -3.75, -3.45], [-3.52, -3.56, -5.07], [-4.99, -8.26, -5.69], [-6.02, -8.78, -4.42], [-4.18, -8.51, -4.19], [-0.24, 4.38, -2.07], [0.81, 4.10, -3.13], [2.09, 3.79, -2.61], [2.90, 4.77, -2.19], [2.55, 5.89, -2.00], [4.09, 4.22, -2.00], [5.02, 4.90, -1.20], [-0.27, 5.41, -1.72], [0.10, 3.80, -1.20], [-1.27, 4.15, -2.36], [0.84, 4.81, -3.95], [0.55, 3.14, -3.59], [5.91, 5.19, -1.76], [5.41, 4.36, -0.34], [4.67, 5.88, -0.85], [-3.24, 3.40, 0.53], [-4.10, 2.89, 1.69], [-4.73, 4.05, 2.27], [-5.79, 4.60, 1.76], [-6.27, 4.37, 0.67], [-6.31, 5.46, 2.64], [-7.48, 6.19, 2.28], [-2.71, 2.56, 0.07], [-2.52, 4.16, 0.82], [-3.64, 3.72, -0.44], [-3.55, 2.56, 2.56], [-4.84, 2.18, 1.32], [-7.15, 7.05, 1.69], [-7.95, 6.58, 3.17], [-8.20, 5.57, 1.75], [3.33, -2.54, -0.26], [4.65, -2.68, -1.04], [5.47, -3.71, -0.57], [6.14, -3.51, 0.54], [6.21, -2.50, 1.18], [6.73, -4.66, 0.87], [7.36, -4.72, 2.14], [3.50, -2.26, 0.78], [2.81, -3.51, -0.27], [2.59, -1.91, -0.75], [5.07, -1.67, -1.05], [4.36, -2.80, -2.08], [7.82, -5.67, 2.38], [6.58, -4.58, 2.89], [8.13, -3.95, 2.18], [0.57, 0.71, -1.17], [-0.33, 0.17, -2.17], [-1.48, -0.81, -1.72], [-2.04, -1.64, -2.81], [-2.58, 0.09, -1.01], [-3.88, -0.36, -0.71], [-0.81, -1.64, -0.55], [-1.53, -2.58, 0.23], [0.14, 0.89, -0.19], [0.96, 1.63, -1.60], [1.34, -0.04, -1.01], [-4.70, 0.21, -1.14], [-3.95, -0.32, 0.38], [-4.10, -1.42, -0.87], [-0.84, -3.38, 0.51], [-2.33, -3.11, -0.28], [-1.93, -2.08, 1.12]]
}

No. 7
{
  "formula": "C17H22F3GaNO5P2",
  "method": "ωB97M-V/def2-TZVPD",
  "gap_ev": 7.5,
  "homo_energy_ev": -5.1,
  "charge": -1,
  "relative_energy_kj_mol": 76.35,
  "elements": ["C", "C", "O", "N", "C", "Ga", "C", "C", "O", "F", "P", "P", "O", "O", "O", "H", "H", "H", "H", "H", "H", "H", "H", "H", "H", "H", "H", "F", "C", "C", "C", "C", "C", "C", "H", "H", "H", "H", "H", "F", "C", "C", "C", "C", "C", "C", "H", "H", "H", "H", "H"],
  "positions_angstrom": [[2.19, 0.25, 3.64], [2.44, 1.42, 2.66], [3.48, 2.02, 2.79], [1.53, 1.85, 1.65], [1.65, 1.06, 0.41], [-0.28, 1.89, 2.38], [-1.44, 3.42, 1.65], [-1.43, 4.55, 2.67], [-2.22, 4.61, 3.52], [-0.46, 5.49, 2.52], [-1.24, -0.27, 2.11], [-3.32, 0.12, 1.55], [-4.12, -1.11, 1.48], [-3.28, 0.91, 0.09], [-3.87, 1.20, 2.67], [1.16, 0.19, 4.03], [2.46, -0.74, 3.21], [2.85, 0.43, 4.51], [2.35, 0.20, 0.48], [2.04, 1.71, -0.41], [0.66, 0.72, 0.06], [-0.12, 2.08, 3.97], [-0.92, 3.80, 0.74], [-2.50, 3.17, 1.47], [-0.62, -0.99, 1.05], [-2.34, 1.09, -0.08], [-3.13, 1.45, 3.26], [-1.38, 1.83, -2.32], [-1.96, 1.15, -3.32], [-1.22, 0.83, -4.45], [-1.82, 0.13, -5.48], [-3.16, -0.24, -5.38], [-3.89, 0.09, -4.25], [-3.29, 0.78, -3.21], [-0.18, 1.14, -4.50], [-1.25, -0.13, -6.36], [-3.63, -0.79, -6.19], [-4.93, -0.20, -4.18], [-3.84, 1.04, -2.32], [2.05, -1.57, 0.60], [2.65, -2.71, 0.21], [2.54, -3.12, -1.10], [3.16, -4.29, -1.50], [3.88, -5.04, -0.58], [3.98, -4.62, 0.74], [3.37, -3.44, 1.14], [1.96, -2.52, -1.80], [3.09, -4.62, -2.53], [4.37, -5.96, -0.89], [4.54, -5.20, 1.46], [3.44, -3.09, 2.16]]
}

No. 8
{
  "formula": "C5H8BrN2",
  "method": "ωB97M-V/def2-TZVPD",
  "gap_ev": [8.8, 8.8],
  "homo_energy_ev": [-13.6, -13.6],
  "charge": 1,
  "relative_energy_kj_mol": 501.49,
  "elements": ["C", "C", "C", "C", "C", "N", "N", "Br", "H", "H", "H", "H", "H", "H", "H", "H"],
  "positions_angstrom": [[0.06, -1.88, 0.16], [-1.31, -1.81, 0.56], [0.32, -0.51, -0.09], [-0.83, 1.73, 0.24], [2.37, 0.36, -1.09], [-1.75, -0.50, 0.69], [-0.70, 0.30, 0.25], [3.74, 0.46, 0.26], [0.65, -2.75, 0.00], [-1.98, -2.64, 0.82], [-1.92, 2.02, 0.00], [-0.60, 2.10, 1.20], [-0.15, 2.19, -0.42], [2.20, 1.39, -1.48], [2.51, -0.45, -1.83], [-2.61, 0.01, 0.72]]
}

Number 1: energy -729.81642 a.u.. Number 2: energy -6775.36932 a.u.. Number 3: energy -27670.93697 a.u.. Number 4: energy -1816.18760 a.u.. Number 5: energy -159.57436 a.u.. Number 6: energy -3059.69946 a.u.. Number 7: energy -3999.19169 a.u.. Number 8: energy -2878.44190 a.u..